# 1
Molecular formula: C34H45Cl3N5O3SSeSiV
Method: DFT, ωB97M-V/def2-TZVPD

```
94
Properties=species:S:1:pos:R:3:forces:R:3:mulliken_spin:R:1
V 0.223 0.104 -0.145 -0.41 1.41 1.10 1.3482
C -3.559 0.189 1.182 -0.03 0.01 -0.08 0.0013
C -2.217 0.368 1.825 0.13 0.01 0.01 -0.0517
C -1.325 1.401 1.470 0.11 -0.11 0.11 0.0210
C -0.160 1.606 2.225 -0.03 0.21 0.03 0.0184
C 0.106 0.831 3.346 0.04 0.02 -0.01 -0.0184
C -0.747 -0.206 3.671 -0.06 0.04 -0.07 0.0032
C -1.874 -0.452 2.897 -0.01 0.07 0.03 0.0128
H -3.790 0.976 0.472 0.01 0.03 0.00 -0.0010
H -4.327 0.195 1.956 -0.03 -0.02 0.01 -0.0003
H -3.626 -0.769 0.664 0.01 -0.03 -0.01 0.0002
H -1.602 2.126 0.709 -0.04 -0.09 -0.02 0.0210
H 0.505 2.430 1.990 -0.08 0.00 -0.04 0.0297
H 0.987 1.025 3.942 0.03 0.03 0.06 -0.0018
H -0.546 -0.823 4.536 0.01 0.02 0.05 0.0018
H -2.547 -1.256 3.175 0.03 0.05 -0.04 0.0006
N -1.072 -2.935 -0.730 -0.03 0.00 -0.03 0.0031
N -0.219 -3.008 -1.836 -0.05 -0.41 -0.23 0.0021
C 0.766 -2.114 -2.097 0.04 0.95 0.64 0.0000
O 1.501 -2.132 -3.042 -0.05 -0.24 -0.13 0.0070
O 0.862 -1.136 -1.138 0.75 -1.85 -1.54 -0.0051
H -1.091 -3.837 -0.265 -0.02 0.02 -0.04 0.0012
H -2.009 -2.676 -1.030 0.14 -0.07 0.06 -0.0005
H -0.345 -3.721 -2.545 -0.04 0.11 0.13 0.0013
Cl -5.303 -3.991 3.099 0.03 0.02 -0.01 0.0000
C -3.611 -3.963 3.445 -0.09 0.01 0.04 0.0000
C -3.141 -3.287 4.563 -0.01 -0.15 -0.02 0.0003
C -1.784 -3.275 4.799 0.02 0.00 -0.05 -0.0005
C -0.848 -3.909 3.971 -0.05 0.36 -0.04 0.0001
C 0.589 -3.720 4.446 -0.03 -0.17 0.07 0.0011
C 1.762 -3.824 3.458 -0.09 0.11 -0.02 -0.0006
N 1.917 -2.579 2.708 -0.12 -0.03 -0.02 0.0013
C 2.930 -1.672 2.872 -0.02 0.08 0.10 -0.0002
C 2.639 -0.622 2.064 0.00 0.14 0.02 0.0119
N 1.458 -0.871 1.402 -0.33 -0.06 -0.14 -0.0803
C 1.060 -2.063 1.816 -0.08 -0.09 -0.04 -0.0037
O 0.786 -4.638 5.509 0.22 -0.12 -0.16 0.0000
C 1.220 -4.085 6.752 -0.13 0.01 0.08 -0.0001
C 2.512 -3.328 6.684 0.03 -0.02 -0.06 0.0000
C 2.639 -1.973 6.769 -0.13 -0.01 0.05 0.0001
Cl 1.367 -0.832 6.967 -0.05 0.04 -0.06 0.0000
S 4.262 -1.435 6.714 0.06 0.03 -0.09 0.0000
C 4.818 -3.046 6.537 -0.10 -0.05 0.02 0.0000
C 3.795 -3.940 6.547 0.03 0.10 -0.02 0.0000
C -1.372 -4.603 2.886 0.06 -0.25 -0.07 -0.0002
Cl -0.413 -5.588 1.796 0.08 0.20 0.08 0.0000
C -2.736 -4.630 2.613 0.03 0.07 0.06 0.0002
H -3.829 -2.781 5.224 -0.03 0.01 0.04 -0.0001
H -1.413 -2.740 5.666 -0.01 0.01 0.03 0.0000
H 0.623 -2.685 4.812 0.10 -0.13 0.15 -0.0004
H 1.687 -4.646 2.759 -0.07 -0.14 0.04 0.0004
H 2.667 -3.962 4.047 -0.03 0.05 -0.02 -0.0004
H 3.749 -1.857 3.541 0.11 0.01 0.07 0.0004
H 3.204 0.278 1.924 0.04 0.06 -0.04 0.0040
H 0.164 -2.562 1.489 -0.04 -0.05 -0.05 0.0279
H 1.334 -4.950 7.405 -0.01 0.05 -0.01 0.0000
H 0.434 -3.447 7.173 0.05 -0.02 -0.05 0.0000
H 5.872 -3.247 6.469 0.09 -0.01 -0.01 0.0000
H 3.936 -5.008 6.478 0.01 -0.09 -0.02 0.0000
H -3.105 -5.194 1.769 -0.02 -0.02 -0.03 0.0000
C 1.417 1.252 -3.481 -0.07 -0.02 0.07 -0.0254
Si 1.578 1.920 -1.751 0.13 0.07 -0.10 -0.0391
C 3.382 1.691 -1.139 0.00 -0.08 0.04 -0.0614
C 3.606 2.248 0.271 -0.05 0.02 0.06 -0.0578
C 4.352 2.424 -2.086 -0.01 0.07 0.02 -0.0108
C 3.776 0.206 -1.202 0.01 0.00 0.02 -0.0289
C 0.872 3.699 -1.646 -0.01 -0.01 -0.02 -0.0723
C -0.627 3.722 -1.942 -0.01 -0.06 0.04 -0.0026
C 1.566 4.494 -2.772 0.00 0.01 0.03 -0.0160
C 1.099 4.429 -0.322 0.05 0.01 0.05 -0.0386
H 2.208 1.691 -4.091 0.05 0.04 -0.05 -0.0033
H 0.458 1.516 -3.924 -0.02 0.02 -0.01 0.0029
H 1.527 0.169 -3.521 0.02 0.00 0.02 0.0112
H 3.712 3.331 0.263 -0.01 0.01 -0.01 -0.0025
H 4.531 1.843 0.691 0.03 -0.03 0.01 0.0019
H 2.791 2.019 0.963 -0.03 -0.02 0.01 0.0147
H 4.238 3.506 -2.063 -0.04 0.01 0.01 0.0006
H 4.269 2.086 -3.116 -0.04 -0.02 -0.09 0.0012
H 5.372 2.205 -1.759 0.04 -0.01 0.01 -0.0040
H 3.182 -0.443 -0.566 -0.06 0.02 0.05 0.0135
H 4.819 0.110 -0.885 0.03 0.00 -0.02 -0.0002
H 3.703 -0.187 -2.216 -0.05 -0.02 -0.04 -0.0052
H -0.889 3.199 -2.862 -0.01 -0.05 -0.04 0.0003
H -0.957 4.758 -2.053 0.00 0.04 -0.01 0.0003
H -1.213 3.292 -1.132 0.01 -0.01 0.02 0.0024
H 1.390 4.057 -3.753 -0.02 -0.05 -0.08 0.0001
H 2.639 4.603 -2.633 0.03 -0.02 0.04 0.0011
H 1.139 5.499 -2.786 -0.02 0.05 0.00 -0.0007
H 0.693 3.882 0.530 -0.03 -0.02 0.03 0.0033
H 0.584 5.393 -0.352 -0.01 0.02 -0.02 -0.0006
H 2.149 4.633 -0.124 0.03 -0.01 -0.01 0.0001
Se -1.543 0.173 -1.873 -0.02 0.05 -0.04 -0.0380
C -2.836 1.476 -1.772 0.10 -0.09 0.14 0.0093
N -3.672 2.269 -1.749 -0.01 0.01 0.03 -0.0105
```
Forces are in eV/Å.

## Properties
M, g mol⁻¹: 868.182
HOMO level (spin up / spin down), Ha: -0.4252 / -0.4105
Total charge: +1
HOMO-LUMO gap (spin up / spin down), eV: 7.462 / 8.016
Max |F|, eV Å⁻¹: 2.5
Multiplicity: 2



# 2
Molecular formula: C34H45N5OSc
Method: DFT, ωB97M-V/def2-TZVPD

```
86
Properties=species:S:1:pos:R:3:forces:R:3:lowdin_charge:R:1
Sc 0.462 -0.206 0.274 -1.03 1.37 0.02 0.7234
N 1.283 -2.747 2.596 -0.24 -0.29 -0.11 0.0817
N 1.017 -2.057 -1.198 1.52 -2.98 2.08 -0.0935
C 1.566 1.955 -0.180 0.26 -0.18 1.14 -0.2849
C 2.622 1.035 0.127 -0.87 0.36 0.62 -0.2797
C 2.472 0.635 1.492 -0.51 0.64 -0.66 -0.2837
C 3.333 -0.297 2.266 0.20 -0.28 0.34 -0.0614
H 4.198 -0.619 1.675 -0.06 0.05 0.14 0.0718
H 2.772 -1.194 2.570 0.31 0.30 -0.04 0.0444
H 3.697 0.190 3.183 0.09 -0.06 -0.17 0.0790
C 1.338 1.307 2.035 0.17 0.52 -0.88 -0.2808
C 0.905 1.217 3.455 -0.10 0.00 0.35 -0.0462
H 1.554 1.820 4.112 -0.16 -0.13 -0.06 0.0837
H 0.947 0.179 3.816 0.00 0.18 -0.03 0.0697
H -0.124 1.578 3.586 0.15 -0.07 0.01 0.0602
C 0.790 2.149 1.010 1.03 -0.66 -0.07 -0.2800
C -0.262 3.181 1.191 -0.40 0.23 0.03 -0.0502
H -0.979 2.891 1.967 0.07 0.06 -0.12 0.0534
H -0.819 3.347 0.259 0.02 0.02 0.20 0.0722
H 0.171 4.149 1.491 -0.07 -0.17 -0.07 0.0848
C 3.724 0.645 -0.794 0.24 -0.07 -0.27 -0.0434
H 4.565 1.354 -0.720 -0.08 -0.17 -0.04 0.0806
H 3.389 0.645 -1.840 0.06 -0.06 0.22 0.0592
H 4.109 -0.356 -0.559 -0.05 0.15 -0.12 0.0691
C 1.372 2.672 -1.471 -0.07 0.16 -0.33 -0.0371
H 0.308 2.870 -1.659 0.22 0.01 -0.04 0.0707
H 1.743 2.077 -2.315 -0.10 0.13 0.10 0.0688
H 1.902 3.639 -1.480 -0.12 -0.16 -0.05 0.0837
C 0.669 -3.377 3.586 -0.34 -0.52 -0.68 -0.1650
H 1.020 -3.145 4.592 -0.08 -0.09 -0.11 0.0996
C -0.362 -4.295 3.366 0.15 0.06 0.51 -0.1258
H -0.807 -4.792 4.223 -0.07 0.00 -0.16 0.0857
C -0.787 -4.541 2.061 0.29 0.22 -0.28 -0.1163
H -1.599 -5.241 1.862 0.16 0.10 0.07 0.1013
C -0.175 -3.874 1.007 0.08 0.27 0.40 -0.0275
H -0.477 -3.995 -0.034 0.04 -0.02 0.33 0.0996
C 0.872 -2.967 1.317 -0.19 -0.31 -0.07 -0.3137
C 1.549 -2.122 0.369 -0.07 -0.15 -3.12 -0.1165
H 2.651 -2.115 0.373 -0.69 0.04 -0.05 0.0980
C 0.505 -0.903 -1.717 0.13 1.05 1.33 -0.1888
C 1.296 -2.958 -2.214 0.11 0.42 1.03 -0.0944
H 1.692 -3.924 -1.985 0.08 -0.33 -0.09 0.1048
C 1.016 -2.354 -3.383 -0.08 -0.27 -0.45 -0.0937
H 1.096 -2.704 -4.396 -0.10 -0.05 0.08 0.0921
N 0.557 -1.072 -3.057 -0.06 0.58 -1.19 -0.0391
C 0.361 0.018 -3.940 0.25 -0.23 0.59 -0.1361
C 1.384 0.364 -4.841 -0.64 0.32 -0.05 -0.2071
C 1.196 1.493 -5.636 -0.13 -0.20 0.06 -0.0264
H 1.970 1.759 -6.360 -0.16 0.02 0.18 0.1080
C 0.053 2.286 -5.517 -0.11 -0.16 0.22 -0.2907
C -0.151 3.465 -6.419 -0.05 0.19 -0.16 -0.0764
H -0.688 4.265 -5.898 0.10 -0.05 -0.12 0.0719
H -0.742 3.192 -7.304 0.08 0.06 0.10 0.0756
H 0.811 3.852 -6.769 -0.15 0.04 0.02 0.0692
C -0.912 1.952 -4.562 0.33 -0.06 -0.19 -0.0229
H -1.803 2.576 -4.453 0.24 -0.14 -0.01 0.1146
C -0.774 0.826 -3.755 0.06 0.03 -0.35 -0.2077
C -1.822 0.511 -2.734 -0.74 0.24 -0.12 -0.0710
H -1.993 -0.563 -2.598 0.21 0.37 0.09 0.0749
H -2.769 0.969 -3.056 0.09 -0.10 -0.01 0.0707
H -1.596 0.951 -1.746 0.14 -0.36 -0.20 0.0563
C 2.671 -0.393 -4.904 0.59 0.01 -0.36 -0.0518
H 2.540 -1.424 -5.253 0.12 0.21 0.16 0.0639
H 3.210 -0.418 -3.945 -0.35 -0.10 -0.17 0.0812
H 3.325 0.117 -5.622 -0.01 -0.13 0.09 0.0714
C -3.285 1.640 1.321 -0.03 -0.16 0.30 -0.0505
N -2.844 0.769 2.407 -1.73 2.09 0.24 -0.0903
C -3.290 1.136 3.756 0.41 0.11 -0.83 -0.1653
C -3.149 0.005 4.754 -0.57 -0.12 0.64 -0.1747
C -2.046 -0.972 4.410 0.32 -0.21 -0.95 -0.1713
N -2.132 -1.385 2.997 0.17 -1.10 0.93 -0.1060
C -3.129 -2.433 2.715 -0.03 0.46 0.12 -0.0636
C -2.126 -0.321 2.116 1.69 -0.88 -2.04 -0.4870
O -1.456 -0.359 1.015 -0.04 -0.11 1.83 -0.0948
H -3.333 2.676 1.676 0.05 -0.11 -0.09 0.0819
H -4.288 1.347 0.966 0.18 0.07 0.06 0.0916
H -2.588 1.567 0.479 -0.14 0.06 0.19 0.0662
H -2.697 2.007 4.088 -0.03 -0.01 -0.01 0.1062
H -4.334 1.466 3.689 0.14 -0.03 0.10 0.1160
H -4.101 -0.536 4.816 0.11 -0.01 0.00 0.1044
H -2.958 0.434 5.743 -0.14 -0.05 0.00 0.1050
H -2.102 -1.879 5.020 0.02 0.15 0.05 0.1126
H -1.056 -0.514 4.557 -0.26 -0.12 0.01 0.1030
H -2.977 -3.268 3.407 -0.01 0.12 -0.16 0.0694
H -4.165 -2.059 2.831 0.16 -0.14 -0.09 0.0814
H -2.989 -2.799 1.690 -0.02 0.13 0.20 0.0826
```
Forces are in eV/Å.

## Properties
M, g mol⁻¹: 584.724
HOMO level (spin up / spin down), Ha: 0.0157 / 0.0158
Total charge: -1
HOMO-LUMO gap (spin up / spin down), eV: 2.251 / 2.252
Max |F|, eV Å⁻¹: 3.9
Multiplicity: 1



- Which of these has the highest M?
  C34H45Cl3N5O3SSeSiV



- What is the M in the first record?
  868.182 g mol⁻¹



- Look up the max |F| of the second one.
  3.9 eV Å⁻¹